(1)
The following is a DFT calculation (wB97M-V/def2-TZVPD) of a molecular structure, C25H40CoOP2.

* E_LUMO (alpha / beta): -6.8 / -5.6 eV
* molecular weight: 477.47 g/mol
* energy above the lowest of the compared OMol25 structures with the same formula, charge and spin: 1.24 kcal/mol
* HOMO (alpha / beta): -14.1 / -14.1 eV

```
! wB97M-V def2-TZVPD RIJCOSX def2/J DEFGRID3
* xyz 2 2
H -0.87 -2.24 -2.65
C 5.51 -0.16 0.19
H 2.97 1.38 -3.32
H -3.69 -0.09 2.56
C 2.81 0.99 -2.32
C 4.12 0.71 -1.65
H 2.87 1.31 2.95
H 2.43 -2.91 1.72
H -3.15 0.55 -0.91
H 3.32 -0.74 1.38
H -1.79 -3.94 1.33
C -2.90 0.04 3.30
O 1.88 -0.05 0.17
C 3.08 -0.26 0.41
Co -0.02 -0.18 1.10
C -1.26 -3.27 0.64
H 6.74 -0.95 1.75
H 5.22 -1.80 1.59
C 1.62 -3.22 1.06
C 5.28 1.05 -2.31
C -0.40 0.49 3.32
C 0.73 1.17 2.88
H 7.58 1.69 -3.45
C -1.66 0.65 2.71
H -2.81 -2.74 -0.80
C -0.58 2.07 1.03
H -1.06 -2.62 3.68
H 1.49 -4.30 1.15
H 2.05 1.78 4.44
H 0.57 -2.27 -1.61
H -0.01 -4.01 3.35
H 8.39 0.31 -2.70
C 6.54 0.82 -1.77
C 2.04 1.06 3.61
H 8.40 1.87 -1.90
C -2.36 0.18 -1.56
H -1.81 1.02 -1.99
H -0.79 -3.90 -0.12
H -3.29 0.69 4.08
C 7.79 1.20 -2.50
H -2.67 1.54 1.04
H 5.21 1.52 -3.29
H 5.27 -0.20 2.35
C 6.63 0.21 -0.52
H -2.70 -0.93 3.77
H 1.50 2.47 1.36
P -1.21 -0.90 -0.66
C -1.72 1.41 1.56
H 7.61 0.02 -0.09
C -0.23 -1.64 -2.00
H 2.21 0.08 -2.38
C 5.69 -0.82 1.54
H 2.20 0.07 4.03
H 0.70 -2.48 3.88
C -0.09 -2.92 3.28
C -0.69 2.98 -0.16
C 0.62 1.97 1.73
H -2.91 -1.85 0.72
H -0.31 -0.15 4.19
H 0.21 -0.84 -2.58
C -2.22 -2.27 -0.01
H -2.82 -0.39 -2.37
H 1.89 -2.97 0.04
H 0.20 2.94 -0.78
H -0.80 4.01 0.19
C 4.22 0.09 -0.37
H 2.22 1.72 -1.75
P 0.08 -2.39 1.55
H -1.57 2.75 -0.76
*
```

---

(2)
The following is a DFT calculation (wB97M-V/def2-TZVPD) of 5 unconnected molecules or ions with the total composition C25H40N3O13.

* E_LUMO: -1.9 eV
* molecular weight: 590.60 g/mol
* HOMO: -12.0 eV

```
! wB97M-V def2-TZVPD RIJCOSX def2/J DEFGRID3
* xyz 1 1
H -1.61 1.11 1.13
C -0.38 -2.68 0.07
C 3.24 0.60 -1.43
H 4.63 -1.87 -2.35
N 4.64 -0.48 0.30
C 5.52 3.09 1.55
H 5.18 3.99 1.09
H 2.69 0.13 0.58
C 4.92 -0.30 2.77
H 1.76 -4.57 1.39
H -5.77 1.40 -0.55
H 2.65 -5.46 -1.37
H 1.98 -4.43 -2.64
H 7.53 3.40 1.84
H 7.64 1.01 2.82
C -7.40 3.56 -0.70
H -7.07 3.36 0.32
O 0.73 2.43 0.78
C 0.96 -4.40 0.68
C -4.26 -2.50 -1.00
H 5.51 -1.97 1.54
O -4.47 1.89 -2.08
O -8.29 -0.98 0.69
C -4.08 3.16 -1.85
H -3.32 -2.91 -0.64
H 6.14 -2.61 -1.86
H -1.13 4.94 -0.03
C -1.65 1.94 0.43
C 3.27 -0.34 -0.22
H -6.37 1.04 -2.18
O -5.11 3.92 -1.47
H -5.86 -3.92 0.65
C -5.82 1.76 -1.58
C -5.58 -2.98 1.13
C -0.62 2.98 0.79
H 3.40 0.04 -2.35
H 3.76 -1.76 1.71
H -4.82 -3.27 -1.53
O 0.92 4.49 -0.01
H 4.04 1.32 -1.32
C 1.42 -3.85 -0.65
C 5.47 1.03 2.38
O -6.32 -1.38 -0.32
H -8.31 2.99 -0.89
H -7.63 4.62 -0.78
H 0.36 -5.30 0.58
H 0.94 -5.59 -1.83
C -6.33 3.18 -1.69
O -6.77 -2.35 1.63
C 1.77 -4.90 -1.68
H 4.67 -2.93 -0.92
H 5.61 -0.73 3.49
O 2.76 3.32 0.50
H 2.32 1.16 -1.47
C 5.21 -2.18 -1.49
C 4.71 -1.24 1.55
C -7.24 -1.52 0.67
N 6.76 2.76 1.94
H 2.25 -3.16 -0.52
N 4.75 2.05 1.83
H 3.76 2.02 1.58
H -4.52 -1.16 0.66
H 2.81 -1.30 -0.43
C 1.56 3.42 0.44
H -4.89 -3.18 1.95
H -0.58 3.78 -1.25
O 6.62 -0.42 -0.81
C 6.75 1.49 2.46
H -2.64 2.38 0.45
C -5.07 -1.95 0.14
C -0.47 4.10 -0.21
O -2.95 3.53 -1.97
H -4.04 -1.71 -1.72
H -1.46 1.54 -0.57
C 5.57 -0.97 -0.68
O 0.11 -3.34 1.15
H -6.66 3.39 -2.71
O -1.24 -1.87 0.10
H 3.97 -0.14 3.27
H -0.80 3.37 1.79
O 0.27 -3.08 -1.05
*
```

---

(3)
The following is a DFT calculation (wB97M-V/def2-TZVPD) of a molecular structure, C25H41BN9Nd.

* E_LUMO (alpha / beta): -5.4 / -5.2 eV
* molecular weight: 622.72 g/mol
* HOMO (alpha / beta): -14.4 / -14.4 eV

```
! wB97M-V def2-TZVPD RIJCOSX def2/J DEFGRID3
* xyz 2 4
H -1.00 -3.46 2.05
H 1.84 -2.51 -0.91
C -2.41 -1.13 -1.13
C -2.38 0.65 0.46
C -3.60 -3.52 -1.92
H -2.53 0.14 1.42
H 4.08 -0.49 -3.22
N 3.57 0.74 0.99
H 5.53 1.23 1.58
C 4.04 -0.80 -0.48
C -3.74 1.03 -0.11
H 6.24 -0.67 -0.23
H -4.90 -1.95 -2.63
C -1.73 -1.62 4.00
H -2.68 -2.71 -3.68
H 5.58 -1.24 -2.67
N 1.87 0.86 2.85
H -3.29 -3.95 -0.96
C 1.06 4.42 0.01
C 4.90 0.62 0.96
C 5.25 -0.34 0.03
H -0.88 -1.64 -2.34
N 1.03 -0.13 2.42
H 1.86 -1.25 -2.23
C 3.83 -1.84 -1.54
C 1.90 0.86 4.19
H -2.20 3.82 -0.42
H 0.10 -2.72 4.07
H 0.55 4.50 -2.94
C 1.95 3.97 0.97
H -0.85 2.09 -1.67
H 3.51 2.36 2.55
C 0.56 -0.76 3.51
H 2.51 1.56 4.73
H 4.42 -2.19 -3.60
C -0.45 -2.52 2.02
C -4.49 -2.31 -1.68
C 1.08 -0.15 4.65
H 0.97 2.80 -3.19
H -5.32 -2.57 -1.03
H -4.27 1.71 0.56
H -1.44 5.08 -1.39
H -2.22 -0.84 3.41
C 0.48 3.27 -0.52
H -3.61 1.53 -1.07
H -4.81 -0.67 0.68
B 2.76 1.70 1.90
H -2.48 3.89 -2.17
N -1.72 -2.02 -1.92
H 4.30 -2.76 -1.19
N 0.99 2.19 0.10
N -1.67 -0.24 -0.48
C -2.38 -3.07 -2.69
N 3.02 -0.14 0.11
H 2.60 4.53 1.62
H -0.58 3.44 -3.78
H 0.90 -0.43 5.68
H 2.28 -2.93 -2.56
N -3.73 -1.23 -1.04
C -0.52 3.14 -1.63
C -4.53 -0.25 -0.29
C -0.35 -1.95 3.44
H 0.87 5.44 -0.27
C 0.15 3.49 -2.97
H -1.66 -1.27 5.03
C 4.52 -1.41 -2.84
C -1.74 4.03 -1.38
C 2.35 -2.14 -1.81
H -5.44 -0.07 -0.86
H -4.14 -4.28 -2.47
H -1.77 1.54 0.64
H 0.54 -2.74 1.61
H -1.67 -3.89 -2.82
H -2.37 -2.51 4.00
H -1.01 -1.85 1.36
Nd 0.66 -0.12 0.10
N 1.90 2.63 1.02
*
```

---

(4)
The following is a DFT calculation (wB97M-V/def2-TZVPD) of a molecular structure, C25H41BrClF4IN4O4ReSi.

* E_LUMO (alpha / beta): -7.7 / -7.3 eV
* molecular weight: 994.17 g/mol
* energy above the lowest of the compared OMol25 structures with the same formula, charge and spin: 45.08 kcal/mol
* HOMO (alpha / beta): -14.3 / -14.3 eV

```
! wB97M-V def2-TZVPD RIJCOSX def2/J DEFGRID3
* xyz 2 2
H 0.56 0.21 -3.12
C -1.37 -2.99 6.17
H -3.14 -2.99 1.20
H -4.73 -3.02 5.25
C -1.95 -4.91 -1.30
C -5.01 -1.78 2.72
H -3.59 -1.17 6.61
C -2.86 -0.08 4.82
F -3.77 -3.47 -1.66
Si -2.45 -1.72 3.99
N -1.29 1.35 -0.98
C 0.34 -1.97 4.65
C -0.60 -5.01 -1.05
N 1.65 0.91 -1.43
C 2.60 -0.24 -1.44
N -1.91 1.17 -2.17
C -1.60 2.60 -0.60
C -2.48 -3.65 -1.41
H 2.91 2.04 -0.15
C -2.42 3.21 -1.54
C -3.44 0.98 3.87
H -1.99 1.49 6.01
H -0.86 0.82 4.83
H -0.58 -3.95 2.92
C -3.92 -0.41 5.91
Re 0.18 0.22 0.01
H -4.36 -4.15 1.73
O 1.78 0.03 1.35
C -2.61 2.26 -2.52
H -1.65 -4.73 4.09
H -1.24 -0.07 6.31
C -3.48 -3.59 2.05
H -2.32 -3.51 6.29
H -3.76 1.84 4.48
C -1.69 -2.53 -1.27
C -4.43 -3.58 4.36
C 1.12 1.09 -2.81
C -1.66 0.56 5.53
H -2.57 -5.79 -1.40
O 2.69 2.10 2.14
H -4.30 0.64 3.31
H 2.40 -2.31 -1.01
H 3.11 2.37 -1.88
O 0.42 1.87 1.39
H 1.68 2.99 -1.02
H -1.93 0.26 -2.59
H -2.70 -4.31 2.29
F -0.03 -6.20 -0.90
H -0.60 -3.63 6.60
C -0.80 -4.07 3.99
H 3.31 -0.13 -2.25
H -5.32 -4.09 3.99
Cl 1.55 1.29 2.20
C 0.21 -3.89 -0.92
H -1.40 -2.08 6.77
H 0.48 1.97 -2.85
C 1.83 -1.55 -1.54
H -3.71 -4.35 4.66
H 0.32 -1.00 5.14
H 0.70 -1.84 3.63
F -2.27 -1.33 -1.43
C -3.88 -2.68 3.22
H -4.68 -1.10 1.93
H -1.23 3.00 0.33
H 1.71 -1.90 -2.57
N 0.48 -1.42 -0.93
H 1.95 1.23 -3.50
H 0.06 -4.56 4.45
H -5.80 -2.41 2.31
O 1.12 0.95 3.48
H -4.11 0.50 6.48
C 2.38 2.16 -1.09
H -5.47 -1.18 3.52
H -3.20 2.27 -3.42
C -0.31 -2.60 -1.04
Br -1.36 -0.87 1.76
I -3.20 5.11 -1.46
H -4.87 -0.73 5.48
H 1.08 -2.59 5.18
F 1.49 -4.11 -0.63
H -2.69 1.34 3.17
H 3.16 -0.20 -0.51
C -1.00 -2.72 4.69
*
```

---

(5)
The following is a DFT calculation (wB97M-V/def2-TZVPD) of 3 unconnected molecules or ions with the total composition C25H41I2N3O10PS3.

* E_LUMO: -4.3 eV
* molecular weight: 924.60 g/mol
* HOMO: -11.2 eV

```
! wB97M-V def2-TZVPD RIJCOSX def2/J DEFGRID3
* xyz 1 1
H 0.23 -2.29 1.99
H -0.01 5.33 -1.40
C 2.65 -7.85 -0.28
C 5.44 -7.42 1.86
C 4.78 -8.58 -0.29
H -0.89 2.32 -4.76
C 4.40 -8.22 1.12
H -2.11 2.19 -0.47
H -0.04 0.84 1.26
P 1.67 0.74 -0.59
H -3.98 -1.03 -0.08
H -1.51 6.33 -4.20
H -4.95 4.17 -3.02
H -2.41 1.86 1.16
I -1.82 4.84 0.47
H 3.84 -4.00 2.54
C 2.91 -4.23 3.05
H 0.51 -4.00 1.70
S 0.60 -0.53 -1.49
H -4.30 -0.86 2.18
C -1.78 1.55 0.33
C 1.01 -3.04 1.85
C -1.38 2.18 -2.63
H 0.73 2.16 -2.90
H 0.57 4.31 2.11
O 3.49 -8.68 -0.93
C -2.22 0.10 0.10
H 2.78 2.85 0.64
H -1.54 0.78 -4.27
H -2.01 -0.22 -0.91
C 1.35 4.36 1.36
C -3.73 -0.03 0.26
H 3.58 1.70 -1.07
N -2.87 6.70 -2.67
H 1.57 -2.80 0.95
C 0.53 3.31 -1.12
C -4.19 4.92 -3.06
O 2.28 0.16 0.76
H -6.67 2.29 1.70
O 1.03 5.20 0.29
H -5.41 2.29 0.49
H -3.65 0.78 2.30
H -4.66 6.30 -1.48
H 3.15 0.54 0.96
C 0.04 4.67 -0.55
O -5.58 0.60 1.71
H -1.69 -0.57 0.78
H -0.01 3.69 -3.14
C -5.65 1.99 1.52
C -0.36 1.79 0.84
H 5.05 -7.05 2.81
O 3.13 -4.43 4.45
C -2.91 4.03 -5.02
S -3.27 2.31 -4.74
H -4.23 0.64 -0.44
H -0.41 2.43 1.71
O 1.76 -4.26 6.24
H 5.35 -7.80 -0.79
C 1.92 -3.09 3.05
O 1.18 -3.36 4.25
S -2.30 4.52 -6.43
H 4.11 -9.10 1.70
H -4.98 2.54 2.19
O 2.94 1.10 -1.48
N -3.16 4.93 -3.99
C 2.00 -4.04 5.10
H 5.74 -6.54 1.28
N 0.80 2.27 -0.06
O 3.21 -7.43 0.90
H 6.33 -8.02 2.06
H 5.32 -9.52 -0.37
H 2.49 -5.15 2.63
H -2.16 2.88 -2.32
H -1.56 1.28 -2.07
H 1.73 2.35 1.88
C -2.40 6.03 -3.69
O 1.58 -7.52 -0.66
C 1.75 2.93 0.97
H 2.43 -2.13 3.18
C -4.25 0.10 1.68
I 2.54 4.11 -1.97
C -4.01 6.02 -2.29
H 2.22 4.80 1.84
C -1.63 1.85 -4.12
C -0.02 2.83 -2.48
*
```

---

(6)
The following is a DFT calculation (wB97M-V/def2-TZVPD) of a molecular structure, C25H41I2N5O3P2S2.

* E_LUMO: -0.9 eV
* molecular weight: 839.53 g/mol
* HOMO: -8.3 eV

```
! wB97M-V def2-TZVPD RIJCOSX def2/J DEFGRID3
* xyz 0 1
H 5.24 -1.37 -0.67
C -1.51 -1.81 -0.86
C 2.13 -1.40 -1.63
C 1.64 1.07 -1.10
H 2.25 2.94 4.30
H 2.57 5.32 3.60
H -4.28 3.29 3.30
P -2.93 -2.66 -1.57
C -3.68 0.43 -2.40
I 0.30 2.50 -1.97
H -4.21 1.25 -2.89
H 6.95 0.07 -2.69
H -2.09 3.87 2.26
N 2.30 -5.23 -0.10
O -3.19 -3.86 -0.57
H 5.89 -3.74 -1.52
C -2.94 4.55 2.14
H -0.61 3.81 4.96
H -0.61 -2.08 -2.82
H -4.47 -5.10 0.38
H -4.81 4.97 3.18
C 1.11 -3.43 -0.94
C 5.25 -1.27 -2.74
S 0.74 -5.62 -0.16
N -2.76 4.83 5.56
H 0.93 1.32 0.89
H -0.10 0.27 -0.04
H -0.30 -0.54 -2.07
O -4.19 -1.73 -1.33
H -3.45 0.73 -1.38
H -1.75 6.10 1.22
S 6.03 -3.08 1.20
C 1.18 4.50 2.29
C 1.57 4.89 3.64
H 7.28 -1.49 -3.41
H 5.08 -2.27 -3.16
H -5.59 -0.53 -2.16
C 2.14 0.02 -2.14
H 4.79 -0.57 -3.43
H 1.47 -0.32 0.57
H 3.17 0.28 -2.33
H 4.92 -5.25 -0.24
H -5.36 -6.20 -1.44
H 0.88 5.66 3.98
C -2.43 5.99 2.06
H -1.87 -0.83 -0.55
N 0.87 4.17 1.23
C 6.74 -0.99 -2.61
C 0.99 -2.12 -1.48
O -2.75 -3.04 -2.99
H -1.89 6.26 2.97
N 0.11 -4.29 -0.75
H 2.48 1.67 -0.77
P 5.15 -3.88 -0.34
H -5.25 -3.71 -0.33
H 0.10 2.26 5.39
N 4.58 -1.17 -1.42
H 7.13 -1.36 -1.66
C -0.36 -1.61 -1.87
C 2.38 -3.98 -0.58
I 1.34 0.12 -4.14
C -3.32 4.61 4.58
C -3.93 4.33 3.29
C 3.43 -1.96 -1.27
C 0.94 0.53 0.14
H -5.42 -4.75 -2.45
H -3.25 6.69 1.93
C -4.82 -5.31 -1.73
H -3.91 -5.59 -2.25
H -3.43 4.28 1.21
H -1.20 -2.32 0.05
C -4.56 -0.81 -2.37
C 1.52 3.69 4.61
C -4.49 -4.47 -0.50
C 0.13 3.07 4.67
H -0.16 2.67 3.70
H -2.74 0.24 -2.92
H -4.55 -1.32 -3.33
C 3.55 -3.21 -0.77
H 1.83 4.04 5.59
*
```

---

| no. | largest force on an atom (eV/A) |
| --- | --- |
| 1 | 0.75 |
| 2 | 1.26 |
| 3 | 0.79 |
| 4 | 1.01 |
| 5 | 2.96 |
| 6 | 0.97 |